1.
Formula: C36H36BrHoN5O8S2
Source: OMol25
Level of theory: ωB97M-V/def2-TZVPD

XYZ file:
```
89
C36H36BrHoN5O8S2 | OMol25 | ωB97M-V/def2-TZVPD
Ho -0.2793 0.1197 0.2489
O 1.0736 3.9011 2.8424
C 0.5447 2.9945 2.0400
O 1.0561 1.9040 1.8402
C -0.6880 3.4061 1.3388
C -1.2883 4.6524 1.4630
C -2.3635 4.9424 0.6324
C -2.7557 4.0086 -0.3114
C -2.0975 2.7775 -0.3602
N -1.1140 2.4732 0.4756
C -2.3238 1.7579 -1.5056
O -3.1234 2.0385 -2.3723
O -1.5495 0.7525 -1.4461
H 1.9174 3.6024 3.2236
H -0.9142 5.3667 2.1787
H -2.8549 5.9012 0.7013
H -3.5480 4.2003 -1.0184
O -1.8810 -1.3192 6.7077
C -1.6153 -0.7528 5.5371
C -2.4975 0.0918 4.8542
C -2.1244 0.5942 3.6234
N -0.9584 0.3212 3.0369
C -0.1312 -0.4628 3.7120
Br 1.4939 -0.8374 2.7966
C -0.3737 -1.0180 4.9466
H -2.7643 -1.1029 7.0382
H -3.4660 0.3306 5.2676
H -2.7934 1.2334 3.0642
H 0.3404 -1.6494 5.4471
O 1.4938 -1.1295 -0.3001
S 2.0087 -2.3734 -0.9642
C 3.3240 -1.7665 -2.1537
C 3.5180 -0.2601 -2.0826
C 2.6764 0.4760 -3.1256
C 2.8301 1.9839 -3.0256
S 1.7528 2.6881 -1.6673
O 1.1462 1.4983 -0.9895
C 0.4750 3.3449 -2.7695
C -0.2672 2.5031 -3.5810
C -1.2201 3.0444 -4.4253
C -1.4267 4.4134 -4.4539
C -0.6780 5.2499 -3.6408
C 0.2786 4.7160 -2.7948
C 3.1856 -3.0683 0.2259
C 3.9596 -2.2344 1.0160
C 4.8716 -2.7905 1.8961
C 5.0158 -4.1668 1.9714
C 4.2370 -4.9951 1.1788
C 3.3129 -4.4454 0.3049
H 2.9905 -2.0738 -3.1432
H 4.2350 -2.3050 -1.9092
H 4.5732 -0.0217 -2.2305
H 3.2265 0.0970 -1.0908
H 1.6249 0.2110 -2.9794
H 2.9694 0.1561 -4.1285
H 2.5456 2.4820 -3.9494
H 3.8533 2.2632 -2.7790
H -0.1246 1.4353 -3.5388
H -1.8006 2.3942 -5.0568
H -2.1707 4.8306 -5.1131
H -0.8339 6.3169 -3.6710
H 0.8781 5.3548 -2.1622
H 3.8456 -1.1642 0.9434
H 5.4743 -2.1438 2.5140
H 5.7414 -4.5944 2.6467
H 4.3534 -6.0661 1.2362
H 2.7003 -5.0793 -0.3180
N -2.2488 -0.7098 0.8773
C -3.4003 -0.8639 0.6962
C -4.7289 -1.0761 0.5813
C -5.2506 -2.2130 1.2098
N -5.6226 -3.1523 1.7594
C -5.5567 -0.1711 -0.0959
N -6.2396 0.5836 -0.6285
C -0.6260 -3.5417 1.9956
C -1.0051 -3.8873 0.5684
O -0.7262 -2.8077 -0.3269
C -1.0848 -3.1908 -1.6563
C -1.0958 -1.9893 -2.5796
H -0.8930 -4.3741 2.6415
H -1.1838 -2.6626 2.3184
H 0.4445 -3.3692 2.0720
H -2.0777 -4.1233 0.5190
H -0.4407 -4.7732 0.2388
H -2.0821 -3.6510 -1.6422
H -0.3677 -3.9495 -2.0095
H -1.8323 -1.2604 -2.2372
H -1.3669 -2.3083 -3.5842
H -0.1112 -1.5173 -2.6097
```

As for the expectation value of S²: 6.00. As for the energy above the lowest of the compared OMol25 structures with the same formula, charge and spin: 0.000 eV. The spin multiplicity is 5. Its total charge is +1. As for the calculated total energy: -6587.51326 Ha. For the molar mass, the calculation gives 975.68 g mol⁻¹. The HOMO energy (alpha / beta) is -9.78 / -9.79 eV.

Atom charges from the Löwdin analysis, given in e for atoms 1 to 8:
1. Ho 1.524
2. O 0.165
3. C -0.456
4. O -0.052
5. C -0.176
6. C 0.037
7. C -0.005
8. C 0.051

---

2.
Formula: C36H36Li2O16S
Source: OMol25
Level of theory: ωB97M-V/def2-TZVPD

XYZ file:
```
91
C36H36Li2O16S | OMol25 | ωB97M-V/def2-TZVPD
Li 2.2860 -2.9995 -1.2536
Li 1.1033 0.1049 3.4724
S 0.7376 -0.8895 0.3124
O 1.8450 -1.7954 0.0284
O 0.9346 -0.5289 1.6784
O 0.7120 0.3907 -0.4416
O -0.5001 -1.5937 0.1191
C -3.2939 3.0423 -0.0712
C -3.8803 3.6988 -1.1290
C -3.2998 3.8523 -2.3888
C -1.9962 3.2897 -2.7127
C -1.4161 2.6543 -1.6584
C -2.0754 2.3917 -0.4325
O -1.3867 1.6499 0.5432
O -3.9881 4.4383 -3.3733
H -3.7331 3.0896 0.8992
H -4.8307 4.1914 -0.7760
H -1.4198 3.7077 -3.6712
H -0.4368 2.3171 -1.6532
H -0.7066 1.2554 -0.1758
H -4.8077 4.7027 -3.0990
C -4.9668 -2.9743 -0.6729
C -6.0892 -2.2944 -1.2416
C -6.0748 -0.9772 -1.7782
C -4.9032 -0.1964 -1.6202
C -3.6963 -0.9205 -1.0360
C -3.7630 -2.2042 -0.5427
O -2.7508 -2.8401 0.0226
O -7.1177 -0.3779 -2.3620
H -5.2361 -3.9266 -0.4408
H -6.8454 -3.0402 -1.5260
H -4.8405 0.8413 -1.8393
H -2.8746 -0.1721 -1.0065
H -1.8825 -2.3714 -0.0466
H -7.9116 -0.7768 -2.4064
C -1.5928 -3.6440 3.0300
C -2.0163 -3.6276 4.4061
C -1.2815 -4.4881 5.2394
C -0.1125 -5.2401 4.7769
C 0.3031 -5.1464 3.4296
C -0.3816 -4.2679 2.5790
O -0.0415 -3.9745 1.2999
O -1.5377 -4.5935 6.4855
H -2.1074 -3.0160 2.3383
H -2.6918 -3.0210 4.9216
H 0.3312 -5.8863 5.3791
H 1.1838 -5.5732 3.0440
H -0.4939 -3.1530 0.7418
H -2.3196 -3.9664 6.6412
C -0.7537 0.2719 -4.0813
C -1.5094 0.5125 -5.2154
C -0.8064 0.9129 -6.4410
C 0.5479 1.2140 -6.4304
C 1.2272 0.7972 -5.2247
C 0.5818 0.4648 -4.0582
O 1.3111 -0.0083 -2.9478
O -1.5009 1.1163 -7.6406
H -1.3227 0.3232 -3.1387
H -2.5769 0.7100 -5.2938
H 1.0148 1.7058 -7.2817
H 2.4368 0.7148 -5.3319
H 1.0942 0.7186 -2.3439
H -1.0415 1.3117 -8.4417
C 6.0575 -1.7728 4.0209
C 4.8640 -2.4390 3.7043
C 4.4031 -2.5165 2.4024
C 5.2519 -2.0914 1.3898
C 6.4564 -1.3459 1.6296
C 6.9323 -1.2774 2.9547
O 8.0185 -0.6118 3.1689
O 3.1783 -3.0985 2.0903
H 6.1490 -1.7750 5.0035
H 4.2354 -2.7673 4.4638
H 4.9435 -2.2186 0.3877
H 7.0503 -0.8570 0.7215
H 8.0991 -0.5356 4.1849
H 2.7240 -2.3777 1.5368
C 1.5738 3.3896 1.2597
C 1.8062 4.3588 2.1921
C 2.7187 5.3380 1.8520
C 3.4980 5.2912 0.6453
C 3.2749 4.2426 -0.2157
C 2.3623 3.2343 0.0734
O 2.4375 2.0925 -0.7128
O 2.8855 6.4710 2.6654
H 0.8545 2.7298 1.5436
H 1.3439 4.5149 3.0819
H 4.2820 5.9984 0.2384
H 3.8863 4.1441 -1.0353
H 1.8048 1.3799 -0.6096
H 2.0698 6.5929 3.2010
```

As for the energy above the lowest of the compared OMol25 structures with the same formula, charge and spin: 0.000 eV. As for the calculated total energy: -3010.34844 Ha. For the molar mass, the calculation gives 770.62 g mol⁻¹. The HOMO energy is -7.12 eV.

Atom charges from the Löwdin analysis, given in e for atoms 1 to 8:
1. Li 0.833
2. Li 0.843
3. S 0.318
4. O -0.419
5. O -0.394
6. O -0.350
7. O -0.301
8. C -0.010

---

3.
Formula: C36H36N5O3S2Y
Source: OMol25
Level of theory: ωB97M-V/def2-TZVPD

XYZ file:
```
83
C36H36N5O3S2Y | OMol25 | ωB97M-V/def2-TZVPD
Y 0.3371 -0.3676 0.3469
N -0.2483 -0.3334 3.0569
C -0.5232 -1.6268 3.5828
C 0.1244 -2.0561 4.7360
C -0.0953 -3.3211 5.2498
C -0.9852 -4.1669 4.6112
C -1.6537 -3.7360 3.4792
C -1.4441 -2.4650 2.9447
C -2.1642 -2.1395 1.6887
C -3.5378 -2.3882 1.6864
C -4.2616 -2.3948 0.5105
C -3.5795 -2.2276 -0.6798
C -2.2277 -1.9105 -0.6683
C -1.4640 -1.7768 0.5091
H 0.4111 0.1599 3.6573
H -1.0975 0.2292 2.9826
H 0.8183 -1.3842 5.2235
H 0.4232 -3.6393 6.1429
H -1.1407 -5.1659 4.9891
H -2.3363 -4.4040 2.9724
H -4.0314 -2.5770 2.6292
H -5.3295 -2.5622 0.5154
H -4.1026 -2.2981 -1.6215
H -1.7566 -1.7734 -1.6412
C 4.3272 -2.9075 -2.3059
C 3.0435 -3.2681 -1.9223
C 2.4262 -2.6468 -0.8552
C 3.0727 -1.6232 -0.1349
C 4.3689 -1.2648 -0.5504
C 4.9793 -1.9007 -1.6089
N 2.3792 -0.9690 0.8601
C 3.0745 -0.1233 1.7091
C 2.5409 1.1383 2.0110
C 3.1768 1.9991 2.8830
C 4.3763 1.6348 3.4737
C 4.9166 0.3893 3.1911
C 4.2805 -0.4814 2.3315
H 4.8169 -3.4045 -3.1309
H 2.5182 -4.0481 -2.4590
H 1.4224 -2.9580 -0.5487
H 4.8785 -0.4533 -0.0532
H 5.9769 -1.5982 -1.8989
H 1.6265 1.4631 1.5038
H 2.7327 2.9621 3.0920
H 4.8840 2.3169 4.1388
H 5.8467 0.0902 3.6514
H 4.7032 -1.4541 2.1303
O -2.7622 0.3216 -2.6469
S -1.5457 1.0451 -2.8991
O -1.7040 2.4618 -3.1229
N -0.4503 0.7853 -1.6998
C 0.7523 0.5613 -2.2246
O 1.7650 0.4793 -1.5135
C 0.7401 0.2814 -3.6796
C 1.8071 -0.1842 -4.4303
C 1.5461 -0.6113 -5.7245
C 0.2619 -0.5518 -6.2488
C -0.7985 -0.0470 -5.5011
C -0.5358 0.3556 -4.2137
H 2.7903 -0.2250 -3.9859
H 2.3442 -1.0178 -6.3263
H 0.0767 -0.9055 -7.2515
H -1.7984 0.0055 -5.8981
C -2.4816 5.3583 -0.2297
N -1.6082 4.2124 -0.3401
C -0.2224 4.5321 -0.5880
C -1.9297 3.0050 0.1783
S -0.8252 2.2368 1.2011
N -3.1426 2.4915 -0.0390
C -3.9663 2.9066 -1.1537
C -3.5626 1.2623 0.5939
H -1.9956 6.1099 0.3999
H -3.4226 5.0879 0.2390
H -2.6781 5.8002 -1.2073
H -0.1914 5.2972 -1.3624
H 0.2903 3.6449 -0.9558
H 0.2841 4.8966 0.3111
H -3.3884 3.5280 -1.8329
H -4.8558 3.4408 -0.8058
H -4.2636 2.0129 -1.7051
H -3.1555 1.2036 1.6036
H -3.2276 0.3984 0.0111
H -4.6509 1.2569 0.6408
```

As for the calculated total energy: -2727.73900 Ha. For the molar mass, the calculation gives 739.76 g mol⁻¹. The HOMO energy is -6.89 eV.

Atom charges from the Löwdin analysis, given in e for atoms 1 to 8:
1. Y 1.444
2. N 0.050
3. C -0.253
4. C -0.033
5. C -0.089
6. C -0.087
7. C -0.030
8. C -0.146

---

4.
Formula: C36H37BF10N3O3P3TaTe
Source: OMol25
Level of theory: ωB97M-V/def2-TZVPD

XYZ file:
```
95
C36H37BF10N3O3P3TaTe | OMol25 | ωB97M-V/def2-TZVPD
Ta -0.6493 0.4554 -0.5669
Te 2.1208 0.6348 2.9055
C 3.3677 -1.0493 2.8690
C 3.1407 -2.0045 3.8678
C 3.9497 -3.2023 3.7950
N 4.8302 -3.3988 2.8478
C 5.0739 -2.4490 1.9635
C 4.3910 -1.2795 1.9482
C 0.9761 0.1623 1.1792
P 1.7849 0.7549 -0.2114
C 2.5653 2.5284 -0.1830
C 3.3693 3.1468 0.8025
C 3.9254 4.4103 0.5701
C 3.6709 5.0603 -0.6312
C 2.8442 4.4706 -1.5605
C 2.3032 3.1952 -1.3930
C 2.9901 -0.3840 -0.9535
C 4.2283 0.1913 -1.2917
C 5.2776 -0.5989 -1.6969
C 5.0379 -1.9433 -1.9448
C 3.8109 -2.5062 -1.7310
C 2.7535 -1.7742 -1.2114
P -0.4128 -0.6510 1.5217
C -1.2527 -0.0225 2.9489
C -2.1463 1.0321 2.8093
C -2.7949 1.5323 3.9325
C -2.4889 1.0252 5.1951
C -1.6121 -0.0716 5.2825
C -1.0459 -0.5993 4.1881
C -0.3688 -2.3971 1.5902
C -1.5883 -3.0655 1.6610
C -1.5130 -4.4389 1.9040
C -0.2966 -5.0314 2.1601
C 0.9116 -4.3539 2.1113
C 0.8874 -3.0074 1.7481
H 2.4484 -1.8249 4.6765
H 3.9276 -3.8967 4.6048
H 5.8380 -2.6924 1.2341
H 4.6794 -0.5149 1.2497
H 3.6755 2.6436 1.7326
H 4.6310 4.7910 1.3478
H 3.9897 6.1032 -0.8369
H 2.5807 4.9933 -2.4523
H 1.6071 2.7816 -2.1466
H 4.4105 1.2499 -1.1606
H 6.2956 -0.2587 -1.8175
H 5.8020 -2.6341 -2.3355
H 3.6974 -3.5584 -1.9904
H 1.7661 -2.2238 -1.0087
H -2.3408 1.4353 1.8336
H -3.4950 2.3357 3.8286
H -2.9540 1.3758 6.0805
H -1.3047 -0.4934 6.2094
H -0.4514 -1.4653 4.2083
H -2.5684 -2.6560 1.5273
H -2.3385 -5.0980 1.8275
H -0.3390 -6.1156 2.3792
H 1.8463 -4.8987 2.1944
H 1.7599 -2.4225 1.6230
F 0.2367 5.6762 -3.2567
B -0.7555 5.0321 -3.8201
F -0.6769 2.3011 -0.7188
F -1.9985 5.3629 -3.5377
F -0.5894 4.0485 -4.7087
N -5.8734 -0.2940 -1.5084
C -5.4324 0.8122 -0.5136
P -3.9594 1.7937 -1.3094
O -4.2156 1.8688 -2.7355
O -2.7679 1.0706 -0.7435
C -3.9131 3.4561 -0.5115
N -3.8912 4.5540 -1.5313
H -6.7606 -0.7986 -1.2322
H -5.0795 -0.9110 -1.6594
H -6.0320 0.1134 -2.4511
H -5.0006 0.3500 0.3869
H -6.3116 1.4295 -0.1766
H -2.9829 3.5625 0.0483
H -4.7528 3.6362 0.1466
H -4.0947 5.4552 -1.1041
H -4.5711 4.3779 -2.2448
H -3.0416 4.6782 -2.1158
C -0.3954 -3.1036 -2.7210
C -1.2109 -1.8111 -2.7890
O -0.8668 -0.9399 -1.7741
C -2.6945 -2.2219 -2.7223
F -3.0162 -2.5729 -1.4522
F -3.5102 -1.2723 -3.0654
F -2.9708 -3.2755 -3.5212
C -0.9557 -1.0509 -4.1218
F 0.3663 -0.8147 -4.2631
F -1.5451 0.1590 -4.1142
F -1.3656 -1.6473 -5.2324
H -0.6819 -3.6550 -1.7941
H 0.7094 -2.9191 -2.7645
H -0.6029 -3.7779 -3.6024
```

As for the energy above the lowest of the compared OMol25 structures with the same formula, charge and spin: 0.000 eV. Its total charge is +3. As for the calculated total energy: -4156.01348 Ha. For the molar mass, the calculation gives 1161.97 g mol⁻¹. The HOMO energy is -15.08 eV.

Atom charges from the Löwdin analysis, given in e for atoms 1 to 8:
1. Ta 1.595
2. Te 1.498
3. C -0.543
4. C -0.106
5. C -0.109
6. N 0.091
7. C -0.126
8. C -0.117

---

5.
Formula: C36H37BrF3GeIN3O7SeTi
Source: OMol25
Level of theory: ωB97M-V/def2-TZVPD

XYZ file:
```
91
C36H37BrF3GeIN3O7SeTi | OMol25 | ωB97M-V/def2-TZVPD
Ti -0.1142 -0.1603 0.5880
C -0.8196 1.0646 -3.4471
C 0.6358 1.2477 -3.1278
N 1.4808 1.4776 -4.1469
C 2.7703 1.6503 -3.8201
C 3.2834 1.6142 -2.5440
C 4.7421 1.8611 -2.3206
O 5.0227 3.1266 -1.7024
C 2.4000 1.3859 -1.4420
C 2.8355 1.3978 -0.1013
N 2.0340 1.3747 0.9699
C 2.6416 1.2947 2.1976
C 3.7390 0.4513 2.4601
C 4.3065 0.3568 3.7156
C 3.8082 1.1028 4.7776
C 2.7370 1.9557 4.5495
C 2.1778 2.0523 3.2860
I 0.6379 3.4340 2.9808
C 1.0395 1.1816 -1.8020
O 0.1202 0.9237 -0.8596
H -0.9365 0.9387 -4.5232
H -1.4070 1.9308 -3.1296
H -1.2211 0.2014 -2.9118
H 3.4483 1.8454 -4.6498
H 5.2658 1.8738 -3.2782
H 5.1796 1.0594 -1.7109
H 4.3390 3.2603 -1.0349
H 3.9098 1.5027 0.0676
H 4.0828 -0.1922 1.6602
H 5.1223 -0.3386 3.8772
H 4.2309 1.0153 5.7707
H 2.3321 2.5534 5.3570
O 0.5403 -3.2250 1.2665
C 1.4966 -2.5859 0.8663
O 1.4941 -1.3880 0.3726
H 2.5078 -3.0400 0.8819
F -8.0764 4.9740 3.1268
C -7.7180 4.7359 1.8472
F -8.7815 4.1110 1.2775
F -7.6388 5.9400 1.2378
C -6.4575 3.9496 1.7349
C -5.6873 4.0369 0.5797
C -4.5394 3.2789 0.4530
C -4.1246 2.4157 1.4790
C -4.9203 2.3353 2.6294
C -6.0695 3.0921 2.7577
C -2.9341 1.6447 1.3445
C -1.9138 1.0040 1.1484
H -5.9861 4.7050 -0.2182
H -3.9334 3.3467 -0.4402
H -4.6158 1.6716 3.4244
H -6.6648 3.0211 3.6590
Br -2.2712 2.6035 6.4677
C -1.0111 1.2023 6.2185
C -0.3507 0.7128 7.3309
N 0.5714 -0.2425 7.2507
C 0.8581 -0.7095 6.0373
C 0.2441 -0.2719 4.8697
C -0.7362 0.7064 4.9560
C 0.7140 -0.8327 3.5453
O 1.5807 -1.6833 3.5479
O 0.1413 -0.3107 2.5067
H -0.5720 1.1088 8.3158
H 1.6289 -1.4661 5.9619
H -1.2327 1.0613 4.0603
C -1.3264 -4.9710 -4.2108
Ge 0.1918 -4.1696 -5.1526
C -0.1437 -4.2416 -7.0969
C 1.8106 -5.2081 -4.7717
C 0.3884 -2.3254 -4.5494
Se 0.8764 -2.2334 -2.6519
C 2.7955 -2.1323 -2.9306
H -1.3431 -6.0553 -4.3323
H -2.2685 -4.5669 -4.5846
H -1.2484 -4.7421 -3.1473
H -0.2484 -5.2734 -7.4382
H 0.6820 -3.7817 -7.6422
H -1.0584 -3.7024 -7.3478
H 1.6468 -6.2631 -4.9994
H 2.0580 -5.1152 -3.7139
H 2.6550 -4.8543 -5.3650
H -0.5561 -1.7906 -4.6502
H 1.1267 -1.7578 -5.1175
H 3.1832 -3.0382 -3.3937
H 3.2297 -2.0025 -1.9399
H 3.0238 -1.2548 -3.5333
C -2.2056 -2.2055 0.4993
O -1.2602 -1.3555 -0.0912
H -2.1891 -2.1353 1.5899
H -1.9819 -3.2386 0.2246
H -3.2050 -1.9310 0.1440
```

As for the expectation value of S²: 0.77. As for the energy above the lowest of the compared OMol25 structures with the same formula, charge and spin: 2.247 eV. The spin multiplicity is 2. Its total charge is -2. As for the calculated total energy: -10584.29902 Ha. For the molar mass, the calculation gives 1086.94 g mol⁻¹. The HOMO energy (alpha / beta) is -0.33 / -2.80 eV.

Atom charges from the Löwdin analysis, given in e for atoms 1 to 8:
1. Ti 1.060
2. C -0.042
3. C -0.317
4. N 0.073
5. C -0.160
6. C -0.184
7. C -0.234
8. O -0.081